120
Properties=species:S:1:pos:R:3:forces:R:3 method="wB97M-V/def2-TZVPD" e_tot_ev=-76136.7304 orbital_gap_ev=5.9577 multiplicity=1 de_lowest_kcal_mol=0.0 e_lumo_ev=-0.8 homo_ev=-6.73 total_charge=0
Au -0.834167 0.688365 0.513940 0.041 0.239 -0.241
C 3.483797 -2.996270 -0.788735 -0.001 0.004 -0.028
C 2.163137 -2.236135 -0.732827 -0.023 0.016 0.006
C 1.669995 -2.101158 0.713746 -0.016 0.006 -0.018
C 1.056708 -2.862889 -1.559517 -0.014 -0.024 0.066
C 1.009575 -4.224616 -1.823877 0.016 0.000 -0.025
C -0.086192 -4.789800 -2.460770 0.021 -0.018 -0.001
C -1.158367 -3.994912 -2.824182 0.011 0.014 -0.025
C -1.149019 -2.621148 -2.600156 0.007 0.020 -0.027
C -2.366167 -1.781426 -2.945133 -0.003 -0.029 0.040
C -2.843566 -2.008830 -4.379126 0.002 0.003 -0.006
C -3.481774 -2.049590 -1.930093 -0.002 0.016 -0.019
C -0.016383 -2.072211 -1.990052 -0.031 0.036 -0.038
N 0.016466 -0.690135 -1.695140 0.048 -0.306 0.174
C 0.245421 0.174138 -2.575692 -0.042 0.209 -0.021
C 0.137321 1.647856 -2.229196 0.032 -0.116 -0.138
N -0.211530 2.038197 -1.072083 0.020 -0.100 0.424
C -0.368522 3.451750 -0.880557 -0.013 0.022 0.047
C -1.630488 3.984975 -1.147761 -0.026 -0.006 0.011
C -1.786120 5.364040 -1.074472 0.003 0.008 -0.002
C -0.725009 6.179111 -0.724032 -0.001 0.005 0.006
C 0.498720 5.613486 -0.403021 -0.003 -0.004 -0.020
C 0.710932 4.239015 -0.463794 -0.021 0.024 0.011
C 2.059799 3.719188 0.017038 -0.020 -0.032 -0.037
C 2.820119 2.762414 -0.908373 -0.030 0.036 0.001
C 1.911073 3.101854 1.406916 -0.020 -0.024 0.017
C -2.813878 3.101748 -1.502422 -0.027 0.034 0.026
C -3.988726 3.352871 -0.554554 0.024 -0.008 -0.011
C -3.235671 3.286061 -2.961893 0.008 0.003 -0.005
C 0.426410 2.400312 -3.469345 0.026 -0.005 -0.041
C 0.485659 3.729501 -3.803234 -0.010 0.013 -0.006
C 0.790969 4.076412 -5.141830 0.007 -0.006 -0.016
C 1.028192 3.135064 -6.111381 -0.003 -0.013 -0.004
C 0.974079 1.754486 -5.796176 0.000 0.019 -0.005
C 1.198815 0.667165 -6.678818 -0.005 0.009 -0.005
C 1.118091 -0.625341 -6.226800 -0.003 0.008 -0.002
C 0.804311 -0.935995 -4.879769 0.017 0.018 0.004
C 0.578666 0.098905 -4.013465 0.015 0.000 -0.011
C 0.671307 1.431074 -4.473584 -0.011 -0.029 0.035
H 4.260399 -2.426142 -0.275218 -0.006 -0.004 -0.007
H 3.810225 -3.166135 -1.816489 0.002 -0.001 0.008
H 3.410599 -3.966625 -0.291373 -0.011 0.000 -0.023
H 2.344215 -1.228548 -1.117328 0.019 -0.007 -0.017
H 1.464294 -3.089966 1.131292 0.010 0.004 0.008
H 0.744530 -1.523678 0.759763 0.026 -0.013 0.014
H 2.412894 -1.606248 1.344725 0.009 -0.002 -0.004
H 1.832584 -4.858091 -1.519697 -0.005 -0.001 -0.003
H -0.109726 -5.854378 -2.655739 0.001 0.003 0.006
H -2.024829 -4.448758 -3.289401 0.001 -0.003 0.001
H -2.097880 -0.728521 -2.851713 0.005 0.004 -0.016
H -3.186392 -3.034266 -4.529512 -0.003 0.003 0.002
H -2.048174 -1.808880 -5.100298 -0.012 -0.001 0.001
H -3.682643 -1.347956 -4.604968 0.006 0.001 0.002
H -3.811591 -3.090245 -1.991707 0.012 0.008 0.019
H -4.344027 -1.410598 -2.135715 0.002 -0.008 -0.003
H -3.138603 -1.849743 -0.913322 -0.005 -0.004 0.014
H -2.752171 5.802765 -1.292266 0.001 -0.003 -0.001
H -0.853996 7.253036 -0.679147 0.002 -0.002 0.003
H 1.318482 6.251170 -0.092261 -0.005 -0.002 -0.003
H 2.681884 4.612954 0.116311 0.007 -0.001 0.001
H 2.426723 1.747219 -0.848162 -0.030 -0.021 -0.015
H 3.864613 2.719545 -0.593290 -0.009 -0.001 -0.004
H 2.798436 3.091862 -1.948401 -0.004 -0.009 -0.005
H 1.259266 2.226409 1.359240 -0.007 -0.016 0.004
H 1.465153 3.811050 2.106072 -0.004 -0.006 -0.001
H 2.882715 2.784262 1.793005 0.000 0.009 0.001
H -2.512452 2.062359 -1.364495 -0.026 -0.018 -0.015
H -4.364641 4.373938 -0.648848 -0.012 -0.001 -0.003
H -3.682213 3.191355 0.478909 -0.025 0.017 -0.037
H -4.810489 2.673878 -0.789797 0.002 -0.007 0.002
H -3.574771 4.309456 -3.141933 0.008 -0.003 0.000
H -4.060423 2.613294 -3.205599 0.003 0.004 -0.002
H -2.412535 3.081903 -3.649433 0.003 -0.004 -0.005
H 0.303534 4.511841 -3.079628 0.007 -0.004 -0.019
H 0.836339 5.125854 -5.402395 -0.003 -0.002 0.004
H 1.256983 3.443788 -7.124336 0.002 0.003 0.004
H 1.436830 0.865157 -7.717001 0.001 -0.005 0.002
H 1.295129 -1.438784 -6.918286 0.001 -0.001 0.004
H 0.744097 -1.966481 -4.556183 0.005 -0.002 -0.020
C 4.847332 -4.137911 2.619810 -0.003 0.007 -0.009
O 4.713559 -3.686102 3.953645 0.025 -0.001 -0.016
C 3.470568 -3.732476 4.503172 -0.016 -0.004 0.015
C 3.366983 -3.294386 5.821763 0.014 0.002 0.002
C 2.144700 -3.319447 6.458970 -0.014 0.007 0.011
C 0.996253 -3.725363 5.783195 0.008 0.059 0.000
C 1.106648 -4.182206 4.477784 -0.061 0.035 0.038
C 2.340576 -4.197012 3.840326 -0.022 -0.002 -0.014
N -0.209494 -3.782404 6.566671 -0.095 -0.042 -0.061
N -1.311851 -3.399963 6.145837 0.087 0.012 -0.010
C -1.457138 -2.726582 4.884473 0.056 -0.064 0.002
C -2.390037 -3.212630 4.002855 -0.019 0.004 0.005
C -2.609003 -2.628569 2.751710 -0.044 -0.038 -0.011
C -1.921332 -1.487373 2.347164 0.059 -0.005 0.032
O -2.131458 -0.922931 1.203575 -0.052 0.089 0.087
C -0.983307 -0.928313 3.302715 -0.030 0.041 -0.070
N -0.359912 0.218039 2.934029 0.043 -0.025 -0.072
C 0.423946 0.828715 3.784635 -0.009 -0.043 0.026
C 0.656145 0.340613 5.084835 0.000 -0.017 0.005
C 0.071241 -0.831602 5.466962 0.014 0.036 -0.009
C -0.772939 -1.525422 4.567319 0.050 0.009 0.023
H 5.893667 -4.006119 2.358487 0.005 0.003 -0.003
H 4.225917 -3.554096 1.935837 0.017 0.004 0.039
H 4.583382 -5.195483 2.529930 0.004 -0.004 0.003
H 4.260837 -2.958537 6.330736 -0.004 -0.005 -0.002
H 2.057794 -3.016686 7.495359 0.007 -0.001 -0.002
H 0.233298 -4.532997 3.945908 -0.027 0.000 0.000
H 2.401536 -4.564594 2.826313 -0.007 -0.005 0.015
H -2.954052 -4.093311 4.289337 0.007 0.002 -0.007
H -3.337672 -3.050112 2.070884 0.007 -0.002 0.012
H 0.886662 1.750914 3.455529 0.009 0.005 -0.025
H 1.294263 0.894787 5.759902 -0.005 0.000 0.001
H 0.232602 -1.224752 6.462005 -0.010 0.024 -0.013
N -3.164581 1.811255 3.095635 0.060 0.059 -0.003
C -2.310017 2.880851 2.983201 -0.027 -0.240 -0.097
N -2.148795 3.633979 4.127604 -0.032 -0.012 -0.016
O -1.734255 3.145445 1.940662 0.061 0.247 0.106
H -3.279224 1.393717 4.005562 -0.011 0.005 0.002
H -3.056912 1.141814 2.343403 -0.007 -0.073 0.006
H -2.893032 3.627017 4.805368 0.011 -0.011 -0.001
H -1.729246 4.533654 3.961742 0.012 -0.006 -0.007

=====

125
Properties=species:S:1:pos:R:3:forces:R:3 method="wB97M-V/def2-TZVPD" e_tot_ev=-127747.1675 orbital_gap_ev=5.9235 multiplicity=1 de_lowest_kcal_mol=0.0 e_lumo_ev=3.9 homo_ev=-2.04 total_charge=-2
K 2.427520 -0.712099 0.105751 0.449 1.989 1.291
C 1.223991 -1.482527 2.691989 -0.252 -0.001 0.168
Si -0.152458 -2.590847 3.349236 0.032 -0.208 0.087
C -0.778735 -3.925793 2.147043 -0.103 0.078 -0.197
N -1.302252 -3.445017 0.870505 -0.019 -0.060 0.025
C -2.727248 -3.095118 0.921166 0.113 -0.020 -0.039
C -3.581868 -3.997853 0.026521 0.026 -0.031 0.016
C -3.126961 -5.451658 0.148784 0.047 0.044 -0.017
C -1.663648 -5.609770 -0.315308 -0.038 0.023 0.007
C -0.946846 -4.250683 -0.284951 -0.124 -0.025 0.099
C -1.433011 -1.887196 4.556408 0.045 0.176 0.060
C -1.308274 -0.588939 5.064293 -0.072 -0.033 -0.036
C -2.196872 -0.092427 6.009774 -0.004 -0.025 -0.044
C -3.249793 -0.880392 6.459195 0.029 -0.009 -0.016
C -3.400709 -2.166167 5.958049 0.013 0.021 -0.031
C -2.496266 -2.660574 5.025290 0.031 -0.006 0.009
C 0.776694 -3.712937 4.640236 0.033 -0.119 -0.057
C 0.841167 -5.110188 4.598029 0.000 0.040 0.059
C 1.576597 -5.846184 5.524539 -0.039 0.056 -0.007
C 2.273866 -5.197817 6.531904 -0.004 0.013 -0.020
C 2.218293 -3.810820 6.609485 -0.026 -0.004 -0.005
C 1.479923 -3.091767 5.681162 -0.040 -0.023 -0.006
H 1.913205 -2.027542 2.037478 -0.037 -0.264 0.301
H 1.839637 -0.950323 3.425053 0.026 0.000 -0.051
H -1.508828 -4.582409 2.658612 0.092 -0.067 0.030
H 0.096546 -4.555233 1.947790 0.018 0.066 -0.021
H -2.886562 -2.049549 0.649438 0.020 0.073 0.007
H -3.067847 -3.194994 1.957539 0.005 -0.008 -0.002
H -3.503292 -3.667645 -1.013410 -0.013 -0.014 -0.002
H -4.630617 -3.892511 0.315877 -0.023 0.004 -0.032
H -3.784633 -6.112726 -0.421037 -0.018 -0.018 0.013
H -3.214229 -5.749980 1.198926 0.000 -0.002 -0.001
H -1.616587 -6.016211 -1.330605 -0.011 -0.017 0.011
H -1.143963 -6.318692 0.334576 0.003 -0.019 -0.021
H -1.199515 -3.675565 -1.179163 0.009 0.008 0.005
H 0.136442 -4.385614 -0.302982 0.012 0.028 0.014
H -0.511882 0.053812 4.699652 -0.027 -0.022 0.011
H -2.075196 0.917006 6.386767 0.009 -0.012 0.002
H -3.947134 -0.494625 7.193816 -0.006 0.005 -0.007
H -4.222592 -2.786549 6.297479 0.000 -0.009 -0.001
H -2.621727 -3.676220 4.659112 0.010 0.020 0.027
H 0.305195 -5.649738 3.824454 0.040 -0.004 0.008
H 1.607003 -6.928030 5.455940 -0.003 -0.005 -0.016
H 2.860812 -5.764077 7.245849 -0.013 0.001 0.010
H 2.756586 -3.290624 7.393531 0.006 0.009 -0.002
H 1.447991 -2.008562 5.767856 0.026 -0.021 -0.010
C 1.467268 2.471575 -3.206069 0.050 -0.090 -0.040
N 0.244373 3.228175 -3.012914 -0.147 0.169 0.018
C -0.844306 2.595701 -2.287078 0.032 0.200 0.366
P -0.501464 2.420839 -0.430318 -0.058 -0.034 -0.197
C -2.180839 1.994822 0.170809 0.065 -0.049 0.078
C -2.362364 1.983736 1.556197 0.047 -0.022 -0.001
C -3.586078 1.652639 2.113187 0.002 -0.001 -0.020
C -4.653283 1.306270 1.292908 0.033 0.022 -0.020
C -4.475748 1.275252 -0.081803 0.042 0.012 0.008
C -3.246135 1.610996 -0.638770 -0.029 0.013 -0.021
C -0.425934 4.209424 0.020300 0.081 -0.043 -0.097
C -1.502173 5.013187 0.392120 -0.049 0.028 -0.059
C -1.320531 6.366952 0.642372 0.018 -0.034 -0.012
C -0.059972 6.939023 0.522720 -0.016 -0.033 -0.008
C 1.023867 6.144400 0.177582 -0.034 -0.003 -0.010
C 0.841264 4.788638 -0.054724 0.034 -0.024 0.053
C 0.240868 4.578401 -3.323241 0.009 -0.080 -0.006
C -0.855003 5.416830 -3.041987 -0.028 0.023 -0.006
C -0.839632 6.756491 -3.383235 0.003 -0.006 0.013
C 0.253377 7.334435 -4.017904 0.002 -0.052 0.003
C 1.343290 6.523893 -4.293236 -0.031 -0.016 0.014
C 1.347644 5.177743 -3.957332 -0.029 -0.003 0.050
P 1.322440 0.650070 -2.824044 0.309 0.349 -0.467
C 0.576664 0.075152 -4.410987 -0.162 -0.068 0.078
C 0.409250 -1.299632 -4.619523 0.043 -0.001 0.001
C -0.211011 -1.773158 -5.766080 0.006 0.016 0.006
C -0.701826 -0.888771 -6.718665 0.015 0.011 0.026
C -0.568871 0.475166 -6.510582 0.018 -0.014 0.024
C 0.062893 0.952170 -5.367118 -0.039 -0.011 -0.015
C 3.108558 0.277131 -3.093707 -0.020 0.021 0.033
C 4.007210 0.804588 -2.162950 0.003 0.068 -0.054
C 5.359369 0.492885 -2.207201 -0.033 0.031 -0.012
C 5.829159 -0.369920 -3.187272 -0.006 0.008 -0.007
C 4.947165 -0.903898 -4.115672 -0.005 0.019 0.000
C 3.596711 -0.585162 -4.072006 0.023 0.027 -0.019
H 2.272472 2.862259 -2.574472 0.031 -0.044 0.069
H 1.808577 2.560880 -4.238430 0.095 0.100 -0.091
H -0.992641 1.582611 -2.673008 -0.080 0.017 0.068
H -1.768255 3.142829 -2.446378 -0.064 0.000 -0.130
H -1.521531 2.217313 2.201926 -0.025 -0.009 -0.011
H -3.699172 1.638311 3.189562 0.007 -0.014 0.030
H -5.611883 1.045976 1.725509 0.011 -0.030 0.006
H -5.292100 0.976953 -0.728930 0.006 -0.009 -0.005
H -3.124195 1.540554 -1.711802 -0.006 0.003 0.022
H -2.493425 4.583280 0.480748 0.016 -0.024 -0.008
H -2.169501 6.978237 0.926807 0.005 0.000 0.004
H 0.077500 7.997039 0.712721 0.003 -0.007 -0.006
H 2.015370 6.574022 0.102966 -0.011 -0.005 -0.001
H 1.698945 4.159536 -0.271722 -0.038 0.006 -0.003
H -1.715791 5.040947 -2.511731 0.014 -0.011 0.004
H -1.699865 7.363891 -3.124985 0.005 -0.011 -0.005
H 0.258997 8.386354 -4.273644 0.004 -0.012 0.008
H 2.221070 6.940328 -4.774054 0.002 -0.008 0.002
H 2.230046 4.598656 -4.178373 0.023 -0.037 0.008
H 0.787597 -1.998370 -3.882520 -0.007 0.016 0.005
H -0.318204 -2.842146 -5.907858 0.010 0.014 -0.002
H -1.190058 -1.260156 -7.612059 -0.005 -0.002 0.013
H -0.959900 1.178573 -7.236573 0.004 -0.002 0.008
H 0.129680 2.023208 -5.224732 -0.011 -0.010 -0.007
H 3.649957 1.461703 -1.375408 0.050 -0.016 0.048
H 6.032017 0.904290 -1.463689 -0.020 -0.024 0.006
H 6.878703 -0.637654 -3.211744 -0.013 0.006 -0.005
H 5.304969 -1.592527 -4.871892 -0.003 -0.001 0.004
H 2.926024 -1.026720 -4.795723 -0.005 -0.012 0.015
O 2.015249 2.040759 2.168374 -0.069 -0.130 -0.009
H 2.866372 1.607540 1.986854 -0.045 0.098 -0.006
H 1.349364 1.346307 1.966590 0.067 0.072 -0.063
O -1.328090 -0.936325 -1.204661 0.075 0.003 -0.164
H -1.254855 -1.028519 -0.242685 0.026 0.057 0.150
H -0.454257 -1.220480 -1.515150 -0.112 0.005 0.082
O 2.838275 -3.002020 -0.493169 0.115 -0.765 -0.517
N 2.349126 -2.733430 -1.611129 -0.196 -0.595 -0.207
O 2.682818 -3.327180 -2.635042 -0.040 0.048 0.149
O 1.482301 -1.805219 -1.667035 -0.476 -1.201 -1.213
S 7.125295 1.402463 1.225873 -0.048 -0.044 -0.011
C 5.553651 0.902027 1.171673 -0.027 0.066 -0.018
N 4.437142 0.560343 1.098032 0.515 0.249 0.265
O -0.851792 -0.960757 2.002396 0.045 0.049 -0.096
C 0.325870 -0.528353 1.873140 -0.204 0.172 0.295